Here is C22H33AsN8O5S5Y as an isolated structure in a non-equilibrium geometry from the OMol25 dataset. Energies are from ωB97M-V/def2-TZVPD.

Geometry as XYZ:
```
75
C22H33AsN8O5S5Y | the OMol25 dataset | ωB97M-V/def2-TZVPD
Y -0.847 0.382 0.051
S -4.190 -2.113 -0.545
As -2.195 -2.460 0.209
S -0.690 -1.808 -1.313
S -2.019 -1.065 1.931
S -1.771 -4.414 0.864
O -3.371 5.066 -3.078
C -4.160 4.005 -3.173
O -5.254 4.065 -3.683
C -3.646 2.721 -2.627
C -4.347 1.533 -2.713
N -3.616 0.587 -2.119
N -2.485 1.077 -1.629
C -2.480 2.370 -1.926
C -1.339 3.180 -1.396
O -1.195 4.347 -1.770
O -0.584 2.562 -0.564
H -2.526 4.844 -2.598
H -5.308 1.328 -3.157
H -3.849 -0.392 -1.854
N 1.062 -1.049 1.360
C 2.210 -0.605 2.154
C 1.787 0.344 3.265
C 1.303 1.708 2.799
N -0.025 1.660 2.164
H 0.370 -1.507 1.948
H 1.329 -1.746 0.674
H 2.915 -0.086 1.494
H 2.748 -1.448 2.597
H 2.642 0.496 3.929
H 1.001 -0.132 3.866
H 2.012 2.109 2.069
H 1.301 2.393 3.651
H -0.321 2.587 1.873
H -0.728 1.336 2.819
C -4.274 2.646 4.320
N -4.676 1.550 3.458
C -5.537 0.518 3.835
C -5.654 -0.302 2.777
N -4.889 0.245 1.773
C -4.259 1.363 2.180
S -3.220 2.290 1.207
H -5.146 3.223 4.628
H -3.599 3.285 3.759
H -3.765 2.256 5.201
H -5.982 0.474 4.813
H -6.195 -1.224 2.651
H -4.644 -0.219 0.892
C 4.214 -4.291 -3.721
C 5.025 -3.702 -2.576
N 4.329 -2.613 -1.886
C 3.797 -2.916 -0.549
C 2.585 -3.837 -0.551
C 4.330 -1.403 -2.509
O 4.935 -1.224 -3.560
C 3.625 -0.233 -1.875
C 4.289 0.979 -1.754
C 3.614 2.056 -1.208
C 2.295 1.893 -0.806
N 1.646 0.732 -0.939
C 2.302 -0.295 -1.486
H 4.756 -5.125 -4.172
H 4.044 -3.535 -4.488
H 3.246 -4.657 -3.372
H 5.971 -3.318 -2.956
H 5.243 -4.462 -1.824
H 3.581 -1.981 -0.037
H 4.607 -3.390 0.011
H 1.735 -3.420 -1.095
H 2.251 -4.030 0.471
H 2.832 -4.802 -1.003
H 5.313 1.064 -2.099
H 4.091 3.020 -1.101
H 1.724 2.711 -0.388
H 1.726 -1.207 -1.598
```

Values from the calculation:
**LUMO level**: 0.078 hartree
**HOMO**: -4.7 eV
**Orbital gap**: 0.2497 Ha
**2S+1**: 1
**E_tot**: -5937.8973 hartree
**Net charge**: -1

Mulliken atomic charge list, values in e, 6 entries: Y 0.268; S -0.677; As 0.628; S -0.423; S -0.474; S -0.544